1.
Below is a structure of composition C8H13NO8P2SW at a distorted geometry, with properties calculated with ωB97M-V with the def2-TZVPD basis set.

```
34
Properties=species:S:1:pos:R:3:forces:R:3:mulliken_spin:R:1
W 0.147182 0.577913 0.310172 0.8 1.6 1.5 2.974
O 1.467907 -1.514453 0.397295 -0.1 -0.1 0.0 -0.020
N 2.731741 -1.192963 0.319028 -0.2 -0.1 0.0 0.055
C 3.602685 -1.782379 1.172483 0.1 0.1 0.0 0.011
C 4.935551 -1.477225 1.160758 -0.1 -0.1 0.1 0.015
C 5.394082 -0.507019 0.258629 0.1 0.0 0.0 0.057
C 4.494707 0.115391 -0.564959 -0.3 0.1 -0.2 -0.023
C 3.120270 -0.204342 -0.558306 0.4 -0.1 0.1 0.094
S 1.925858 0.577991 -1.490388 -0.1 0.0 0.0 0.004
H 3.138899 -2.502380 1.828365 0.0 0.0 0.0 0.000
H 5.596320 -1.987555 1.846934 0.0 0.0 0.0 0.002
H 6.442126 -0.236593 0.227708 0.0 0.0 0.0 0.009
H 4.805417 0.897565 -1.244274 0.0 0.0 0.0 0.001
C -4.382777 -0.544065 -0.640014 0.0 0.1 0.0 0.002
C -3.312179 0.532885 -0.553650 0.0 -0.1 0.0 -0.019
O -3.874576 1.801665 -0.895696 -0.1 -0.1 0.1 0.002
P -1.975882 0.258200 -1.781631 0.3 -0.2 -0.2 0.038
O -2.774452 -0.123862 -3.115667 0.0 0.1 -0.1 0.005
O -1.170927 -1.084764 -1.441892 0.2 0.6 0.3 0.004
O -1.077431 1.429249 -1.937684 -0.2 -0.3 0.1 -0.006
P -2.563996 0.663455 1.142039 0.0 0.2 -0.1 0.033
O -3.850202 0.751944 2.110467 0.0 -0.3 0.1 0.004
O -1.754589 -0.569350 1.425028 0.1 0.0 -0.2 0.022
O -1.812848 1.961292 1.151785 -0.1 -0.1 -0.1 0.016
H -4.781188 -0.616094 -1.651597 0.0 0.0 0.0 0.000
H -5.192379 -0.283119 0.042016 0.0 0.0 0.0 -0.001
H -3.969165 -1.511750 -0.352587 0.0 0.0 0.0 0.002
H -3.263229 2.464498 -0.534871 0.0 0.0 -0.1 0.007
H -2.269708 0.175203 -3.886189 -0.1 0.0 0.1 0.003
H -0.238592 -0.896291 -1.030847 -0.6 -1.1 -1.1 0.077
H -3.929798 -0.076345 2.604433 0.0 0.2 -0.1 0.001
C 1.256551 1.431019 1.625647 -0.2 -0.2 -0.2 -0.431
H 2.308273 1.226747 1.842197 0.0 0.0 0.0 0.030
H 0.826349 2.245533 2.215267 0.0 0.0 0.0 0.031
```
Forces are in eV/Å.

The energy comes out at -2117.40889 hartree. As for the multiplicity: 4. Its net charge is -1. The HOMO-LUMO gap (alpha / beta) is 4.70 / 6.82 eV. For the HOMO energy (alpha / beta), the calculation gives -1.79 / -3.93 eV. As for the LUMO energy (alpha / beta): 2.91 / 2.89 eV. The value obtained for the energy relative to the best compared isomer or geometry (same formula, charge and spin) is 65.6 kcal/mol. Its expectation value of S² is 3.855.

=====

2.
Below is a structure of composition C12H26FIN2O7P2 at a distorted geometry, with properties calculated with ωB97M-V with the def2-TZVPD basis set.

```
51
Properties=species:S:1:pos:R:3:forces:R:3:lowdin_charge:R:1
C 3.542028 -1.482765 1.055156 -0.2 1.4 0.4 -0.096
C 2.122850 -0.841063 0.449391 -1.8 -1.2 2.6 -0.286
N 0.994147 -1.084880 1.192449 4.3 0.4 -2.6 0.078
C 2.216936 0.044488 -0.929182 -0.3 -0.7 0.0 -0.048
C 0.907012 0.976823 -1.246130 -2.6 1.4 0.9 -0.338
C 1.008464 2.223326 -2.304849 0.8 0.1 -0.7 -0.116
C 2.331321 3.176436 -2.137792 0.2 0.5 -1.0 -0.190
C 2.031813 4.684640 -1.562558 1.1 -0.7 0.4 -0.084
C 2.423388 4.792795 0.059210 0.5 4.5 3.3 -0.249
O 2.580100 5.994290 0.624249 -0.9 -7.3 -3.3 -0.065
O 2.629541 3.574812 0.905520 -0.2 3.6 -1.4 -0.030
O 0.382789 1.668563 -0.023333 0.2 -2.3 -1.6 -0.329
P -1.372617 1.522950 0.189186 1.8 1.8 0.6 0.352
F -1.409299 3.264776 -0.136823 0.7 -1.0 -0.6 -0.405
P -3.559382 1.734999 0.155802 -1.7 1.4 1.8 0.368
O -3.877130 3.438880 -0.036649 -0.4 -1.2 1.0 -0.498
I -4.282475 0.664255 -1.939616 -1.1 0.2 -0.1 0.355
O -1.613357 0.999780 -1.486861 5.3 -1.9 0.2 -0.587
C -0.438597 0.173221 -1.826793 -0.3 0.7 -1.8 -0.338
O -0.672397 -1.210040 -1.382497 0.9 0.0 -0.5 -0.120
H 4.487180 -1.041178 0.501657 -1.9 -1.2 1.0 0.075
H 3.522328 -2.654848 1.103574 0.1 2.4 -0.3 0.074
H 3.606355 -1.063930 2.170871 -0.1 -1.0 -2.4 0.089
H 1.248223 -1.690380 2.030207 0.1 1.0 -1.3 0.044
H 3.241094 0.627676 -0.888780 -2.3 -1.0 0.0 0.115
H 2.334640 -0.735064 -1.824158 -0.2 1.5 1.8 0.135
H 0.980615 1.802350 -3.414259 0.3 0.8 2.2 0.119
H 0.064406 2.921473 -2.204773 1.8 -1.8 0.1 0.130
H 3.197349 2.722456 -1.495168 -1.8 0.7 -1.2 0.099
H 2.773518 3.326428 -3.236604 -0.9 -0.3 2.4 0.114
H 2.788248 5.418936 -2.118790 -1.7 -1.4 1.6 0.129
H 0.929370 5.044055 -1.784421 2.3 -0.8 0.9 0.140
H 2.819963 3.905239 1.848480 -0.5 -0.2 -2.2 0.131
H -1.330177 0.177924 0.747341 -0.5 0.1 -0.9 -0.022
H -1.193539 1.932917 1.580753 -0.4 0.2 -0.5 0.004
H -4.044736 3.859085 0.857468 0.3 -1.1 -1.5 0.047
H -0.369137 0.104074 -3.013881 -0.1 0.4 2.4 0.160
H -0.028656 -1.848378 -1.811100 -0.9 1.6 0.6 0.103
C -1.764989 -5.631731 2.743439 0.3 0.3 -0.6 0.041
C -2.435279 -4.310415 2.530393 1.0 1.5 4.1 -0.439
O -2.487394 -3.393554 3.324450 0.5 -1.5 -0.8 0.180
N -3.180663 -4.048531 1.359375 -1.4 -0.4 -1.4 0.069
C -2.345465 -3.508229 0.264161 0.6 0.5 -1.1 0.038
H -0.973830 -5.522728 3.489204 -0.3 0.1 -0.1 0.111
H -2.500258 -6.362417 3.087077 0.0 0.0 0.0 0.108
H -1.313732 -5.976038 1.808872 -0.1 -0.2 0.1 0.094
H -3.653500 -4.901542 1.056228 -0.3 0.2 -0.2 0.196
H -3.839992 -3.320514 1.658043 -0.3 -0.1 -0.3 0.205
H -3.002150 -3.331240 -0.590266 0.2 0.1 0.1 0.120
H -1.582579 -4.247918 0.006354 -0.1 0.2 0.1 0.112
H -1.892349 -2.570263 0.596374 0.0 0.0 -0.1 0.106
```
Forces are in eV/Å.

The energy comes out at -2188.99789 hartree. The HOMO-LUMO gap is 4.52 eV. For the HOMO energy, the calculation gives -6.29 eV. As for the LUMO energy: -1.77 eV.

=====

3.
Below is a cluster of 8 separate species, C30H38Cl6N4O6 in total at a distorted geometry, with properties calculated with ωB97M-V with the def2-TZVPD basis set.

```
84
Properties=species:S:1:pos:R:3:forces:R:3:lowdin_charge:R:1
C 0.080294 -0.805540 8.314005 -0.9 0.4 -0.3 -0.060
C -1.200170 -1.542738 7.980681 0.3 0.0 0.6 -0.229
O -1.184108 -1.852108 6.585058 -0.5 -0.2 0.7 -0.002
C -2.279724 -2.570900 6.291250 2.4 0.0 -3.7 -0.631
O -3.181115 -2.828637 6.986076 -1.9 -0.5 1.6 0.167
O -2.184763 -3.026076 5.012747 -1.5 0.1 1.5 -0.044
C -1.167050 -2.613107 4.118736 -0.1 -0.9 0.4 -0.059
H 0.924413 -1.464803 8.162474 0.3 0.0 0.0 0.076
H -0.020500 -0.562452 9.360200 0.4 0.2 0.4 0.072
H 0.187491 0.132746 7.737198 0.0 -0.5 0.2 0.085
H -2.129863 -0.985351 8.178234 0.5 0.0 0.2 0.132
H -1.236841 -2.487011 8.572785 -0.1 0.6 -0.5 0.140
H -1.377289 -1.621999 3.737492 0.2 0.2 -0.2 0.061
H -1.311535 -3.397597 3.382982 0.7 0.4 -0.6 0.094
H -0.213288 -2.688103 4.641888 0.2 0.2 -0.5 0.096
C 1.469796 0.357854 -1.136809 -0.1 1.7 -0.5 -0.056
C 0.247829 0.605743 -2.019790 -1.3 0.5 1.9 -0.128
O -0.704192 1.605871 -1.430032 0.8 0.8 -0.2 -0.010
C -1.552399 1.345438 -0.439111 -0.1 0.8 -0.4 -0.676
O -2.211102 2.217262 0.107805 0.8 -1.0 -0.4 0.081
O -1.610966 0.047508 -0.222885 -0.5 -0.6 1.0 -0.080
C -2.571855 -0.324270 0.800969 0.0 0.0 0.2 -0.062
H 1.308050 -0.001486 -0.119887 -0.2 -0.8 -0.5 0.037
H 1.904284 1.354850 -0.934494 0.0 -0.3 -0.4 0.064
H 2.168964 -0.163449 -1.806732 0.0 -0.3 0.8 0.084
H -0.407226 -0.256280 -2.140320 0.6 -0.3 -0.7 0.106
H 0.566209 1.143671 -2.904369 -0.2 -0.4 -0.4 0.113
H -3.575542 -0.071830 0.412914 0.5 0.0 0.6 0.082
H -2.305725 0.182818 1.763016 -0.5 -0.3 -1.0 0.040
H -2.489292 -1.406606 0.924923 0.1 0.2 -0.1 0.085
Cl -4.958508 -1.224670 3.603301 -0.2 0.0 -0.4 0.558
C -4.820781 0.519294 3.871625 1.6 -1.0 -0.5 -1.485
Cl -5.099541 1.485885 2.441483 -0.3 0.0 0.2 0.589
Cl -3.157424 0.803156 4.474494 -0.3 0.2 0.0 0.510
H -5.477745 0.701279 4.671079 -0.9 0.8 0.7 -0.007
Cl -0.385046 2.663662 4.599445 -0.3 0.5 0.0 0.526
C -0.279876 2.819680 2.859485 1.7 -0.5 -0.5 -1.464
Cl 0.237063 1.235361 2.216033 -0.2 -0.1 0.0 0.580
Cl 1.003734 3.985407 2.372496 -0.6 0.0 0.3 0.504
H -1.175782 3.093327 2.331799 -0.5 0.1 0.3 0.009
C 0.808729 5.066207 -3.714251 -0.1 0.6 -1.0 -0.081
C 0.806484 4.309554 -2.570588 -0.2 0.1 0.4 -0.068
C 2.039823 4.056141 -2.027023 0.5 -0.1 1.3 -0.173
N 3.193124 4.510347 -2.492218 0.5 0.7 -0.8 0.048
C 3.174850 5.302557 -3.586727 -0.3 -1.0 -0.8 -0.144
C 1.982309 5.579784 -4.290509 0.4 -0.7 1.9 -0.055
H -0.135628 5.271797 -4.174457 -0.4 0.2 -0.3 0.098
H -0.095446 3.981668 -2.036960 0.4 0.0 -0.6 0.113
H 2.096442 3.510983 -1.084150 0.1 -0.1 -0.2 0.095
H 4.162467 5.547138 -4.028233 -0.7 0.2 0.6 0.110
H 1.960448 6.211549 -5.155421 0.0 0.1 -0.3 0.091
C 4.798021 1.575280 -3.620096 -1.0 2.3 -0.1 -0.100
C 3.827482 1.524346 -4.603757 0.5 0.5 1.0 -0.068
C 3.641581 0.290644 -5.163246 -1.5 -0.6 -1.7 -0.193
N 4.326331 -0.809150 -4.905628 1.5 0.4 1.3 0.058
C 5.315663 -0.660541 -3.979039 -0.8 -2.1 -1.0 -0.147
C 5.534914 0.491952 -3.280894 1.2 -0.2 0.6 -0.093
H 4.898257 2.549810 -3.146779 0.3 -0.3 0.3 0.095
H 3.273398 2.449804 -4.777460 -0.1 -0.6 -0.4 0.101
H 2.884678 0.120091 -5.928664 -0.1 0.3 0.1 0.103
H 5.875497 -1.596612 -3.827303 -0.1 0.7 0.2 0.108
H 6.308249 0.597759 -2.525898 -0.1 -0.3 -0.1 0.109
C 2.361803 -2.892291 -0.842391 1.2 -0.7 -1.0 -0.117
C 2.681315 -2.579586 0.450965 -0.5 0.6 0.6 -0.067
C 1.586653 -2.329293 1.289446 0.9 0.5 0.6 -0.172
N 0.307251 -2.449620 0.960630 0.0 0.1 0.0 0.072
C 0.042422 -2.789641 -0.297650 -0.2 -0.1 -0.4 -0.144
C 1.054894 -3.011598 -1.229672 -1.2 0.1 -0.5 -0.079
H 3.134538 -3.073448 -1.598050 -0.1 0.2 0.3 0.115
H 3.711234 -2.387546 0.767150 -0.5 -0.2 0.0 0.112
H 1.785333 -1.884955 2.267907 -0.1 -0.4 0.0 0.102
H -1.019018 -2.827384 -0.575311 0.4 -0.1 0.0 0.090
H 0.823225 -3.201839 -2.279852 -0.1 -0.1 0.4 0.112
C -3.471651 -2.118157 -4.841748 -0.8 1.9 -3.2 -0.124
C -3.368465 -3.371608 -4.392920 -0.1 -0.7 1.1 -0.086
C -3.213867 -3.501379 -3.016937 0.7 -1.1 0.0 -0.148
N -3.122972 -2.481715 -2.167763 -0.8 0.3 -0.4 0.071
C -3.363739 -1.247839 -2.674191 1.4 -0.5 -0.6 -0.125
C -3.475305 -0.999645 -4.034285 -0.4 -0.1 0.3 -0.054
H -3.638362 -2.016567 -5.942057 0.3 0.3 0.9 0.124
H -3.447480 -4.155372 -5.125119 0.1 -0.6 0.4 0.106
H -3.058213 -4.521645 -2.653664 -0.1 0.4 0.4 0.108
H -3.209887 -0.430691 -2.008854 -0.3 0.4 0.6 0.081
H -3.606261 -0.015090 -4.494578 0.1 -0.3 0.6 0.113
```
Forces are in eV/Å.

The energy comes out at -4597.50971 hartree. Its SMILES is CCOC(=O)OC.CCOC(=O)OC.ClC(Cl)Cl.ClC(Cl)Cl.c1ccncc1.c1ccncc1.c1ccncc1.c1ccncc1. The HOMO-LUMO gap is 10.26 eV. For the HOMO energy, the calculation gives -9.71 eV. As for the LUMO energy: 0.55 eV. The value obtained for the energy relative to the best compared isomer or geometry (same formula, charge and spin) is 1.4 kcal/mol.

=====

4.
Below is the molecule C4H9N3O at a distorted geometry, with properties calculated with ωB97M-V with the def2-TZVPD basis set.

```
17
Properties=species:S:1:pos:R:3:forces:R:3:lowdin_charge:R:1
H 0.684356 -0.545788 -3.666610 -0.3 -0.3 -0.4 0.084
N 0.618949 -0.030689 -2.798955 0.2 0.7 -0.6 0.138
N 0.934445 -0.807703 -1.897011 -0.1 2.5 3.0 -0.350
O 1.121570 -1.983980 -1.895876 0.6 -1.7 0.1 0.021
N 1.224837 -0.005795 -0.490174 1.3 -2.9 -2.5 -0.051
C 0.393013 1.119522 -0.377092 -1.2 2.0 -0.7 -0.267
C -0.929674 0.715896 0.284624 -0.4 -0.7 1.3 -0.157
C -0.482584 -0.665675 0.948512 -3.1 -2.2 1.1 -0.197
C 0.990722 -0.903213 0.668087 0.5 -0.3 -1.4 -0.187
H 0.037587 1.471079 -1.374251 1.4 0.3 0.7 0.102
H 1.031496 1.846740 0.207372 -1.1 -0.3 -0.7 0.141
H -1.847439 0.741079 -0.426037 1.8 -0.6 1.1 0.128
H -1.199476 1.401543 1.105455 0.1 -0.1 -0.4 0.092
H -0.682823 -0.737168 2.065592 0.2 0.5 -1.2 0.107
H -1.132737 -1.565687 0.586530 1.2 1.6 0.2 0.124
H 1.607529 -0.432708 1.470381 -0.2 -0.8 -0.5 0.123
H 1.325069 -2.000517 0.375027 -0.7 2.4 0.9 0.148
```
Forces are in eV/Å.

The energy comes out at -397.16228 hartree. Its SMILES is [H]/N=[N+](\[O-])N1CCCC1. The HOMO-LUMO gap is 10.56 eV. For the HOMO energy, the calculation gives -9.49 eV. As for the LUMO energy: 1.07 eV. The value obtained for the energy relative to the best compared isomer or geometry (same formula, charge and spin) is 118.2 kcal/mol.

=====

5.
Below is a structure of composition H2KO at a distorted geometry, with properties calculated with ωB97M-V with the def2-TZVPD basis set.

```
4
Properties=species:S:1:pos:R:3:forces:R:3:lowdin_charge:R:1
O -0.598850 -1.482289 -2.236629 -1.0 -0.3 -0.2 -0.097
H -1.184150 -2.204009 -1.912909 0.6 0.7 -0.5 0.057
H -0.959600 -1.248560 -3.121779 0.4 -0.3 0.9 0.063
K 0.227430 0.543110 0.808270 0.0 -0.1 -0.2 0.977
```
Forces are in eV/Å.

The energy comes out at -676.17153 hartree. Its net charge is +1. The HOMO-LUMO gap is 10.88 eV. For the HOMO energy, the calculation gives -15.33 eV. As for the LUMO energy: -4.45 eV. The value obtained for the energy relative to the best compared isomer or geometry (same formula, charge and spin) is 7.7 kcal/mol.

=====

6.
Below is a structure of composition C7H19CuIO2 at a distorted geometry, with properties calculated with ωB97M-V with the def2-TZVPD basis set.

```
30
Properties=species:S:1:pos:R:3:forces:R:3:mulliken_spin:R:1
C 1.610251 3.586874 -0.917886 0.3 -0.3 -0.7 0.000
C 0.922814 3.928772 0.370090 -0.4 0.3 0.9 0.001
H 2.630449 3.968506 -0.949411 0.0 -0.1 0.0 0.000
H 1.091062 4.018301 -1.769350 0.0 0.0 -0.2 0.000
H 1.653125 2.506125 -1.061987 0.1 0.0 -0.1 0.000
H 0.657527 3.039689 0.950375 0.1 0.1 0.0 0.000
H 1.565695 4.556450 0.989380 -0.1 -0.1 0.1 0.000
H 0.005332 4.496134 0.204733 0.0 0.0 0.0 0.000
Cu -0.394326 -0.886355 0.082026 -0.3 0.5 -0.4 0.565
C -1.693128 0.188425 -0.898780 0.0 -0.1 0.0 0.355
H -2.472650 0.452450 -0.165236 0.2 0.0 -0.4 0.003
H -2.066140 -0.479385 -1.688600 0.0 0.3 0.2 0.003
H -1.190327 1.070401 -1.314764 -0.2 -0.2 0.2 -0.005
I 1.669852 -0.356891 1.193282 0.8 0.3 0.4 0.073
C -2.685533 -1.870993 1.794568 -0.1 -0.3 -0.1 -0.005
O -1.381410 -2.223055 1.336929 -0.6 -0.6 0.0 0.000
C -1.137134 -3.614752 1.097224 0.4 0.3 0.7 0.005
C -0.800035 -3.885353 -0.365233 -0.4 0.2 -0.7 -0.001
O -0.357380 -2.696578 -1.042692 0.1 -0.7 0.0 0.004
C 0.933297 -2.801183 -1.657900 0.3 -0.1 0.2 -0.004
H -2.648990 -0.795444 1.972596 -0.1 -0.2 0.1 0.002
H -2.906198 -2.429311 2.715868 0.0 0.3 -0.2 0.000
H -3.454169 -2.084192 1.033720 0.2 0.0 0.2 0.000
H -2.013807 -4.205900 1.398115 0.3 0.1 0.0 -0.001
H -0.270408 -3.871737 1.722109 -0.3 0.0 0.0 0.002
H -0.026462 -4.662373 -0.445386 -0.3 0.1 0.1 0.000
H -1.711623 -4.219036 -0.882702 0.3 0.0 0.0 0.000
H 1.036562 -3.760427 -2.177767 -0.1 0.2 0.0 0.001
H 1.715016 -2.688795 -0.893072 -0.1 -0.1 -0.2 0.002
H 1.015896 -1.974363 -2.365436 0.0 -0.1 0.1 -0.001
```
Forces are in eV/Å.

The energy comes out at -2366.67719 hartree. As for the multiplicity: 2. The HOMO-LUMO gap (alpha / beta) is 8.58 / 7.40 eV. For the HOMO energy (alpha / beta), the calculation gives -8.05 / -8.21 eV. As for the LUMO energy (alpha / beta): 0.53 / -0.81 eV. The value obtained for the energy relative to the best compared isomer or geometry (same formula, charge and spin) is 0.0 kcal/mol. Its expectation value of S² is 0.754.